Entry 1:
Below is 2 unconnected molecules or ions with the total composition C7H10O3S at a distorted geometry, with properties calculated with ωB97M-V with the def2-TZVPD basis set.

Cartesian coordinates (Å):
S -0.225733 0.549903 1.274531
O -0.111868 -0.773956 1.812399
O 0.198860 1.458397 2.573290
O -1.849484 1.033994 1.170314
C 0.343875 -0.980950 -1.305669
C 1.688357 -0.578566 -1.435749
C -4.120389 0.543927 0.997593
C 2.878818 -1.296652 -0.978673
C 2.119148 1.823777 -2.364598
C 1.920243 0.699327 -2.005444
C -2.918377 0.226727 1.532899
H 3.121859 -2.044022 -1.620659
H 3.644082 -0.607083 -0.813863
H -0.486517 -0.632444 -1.913176
H -4.952286 -0.083756 0.972880
H 0.426632 0.862763 3.284747
H 2.261362 2.595907 -3.038051
H -2.688218 -0.682346 1.987993
H 2.780402 -1.796182 -0.091814
H 0.080423 -1.917916 -0.753641
H -4.111191 1.599152 0.714690

Forces on atoms 1 to 3 (eV/Å):
S -0.7 1.7 0.8
O -0.4 -1.2 -0.1
O -0.3 0.7 -1.1

Values from the calculation:
- HOMO-LUMO gap (eV) = 9.287
- ΔE to the lowest compared entry with this formula, charge and spin (kJ/mol) = 374.2
- calculated total energy (eV) = -24393.5488

Löwdin population analysis, charges in e, atoms 1 to 5: S 0.9428; O -0.4066; O -0.2562; O -0.3209; C 0.0323

Entry 2:
Below is a molecular structure, C17H32N3O7P2S3Sr at a distorted geometry, with properties calculated with ωB97M-V with the def2-TZVPD basis set.

Cartesian coordinates (Å):
Sr -2.243964 -3.935188 16.109029
S -5.048804 -2.458336 16.453226
S -4.322458 -2.472107 14.478780
S -5.243819 -10.610922 20.749597
P 0.706950 -5.302430 18.099456
P 0.359431 -2.560579 17.285672
O -5.116481 -11.342073 22.075391
O -1.146355 -2.311733 17.612272
O 0.630296 -3.123096 15.914957
O -0.727530 -5.632042 17.807000
O 1.721882 -5.518158 16.807060
O 1.332965 -6.349224 19.267256
O 1.113042 -1.202964 17.571378
N -2.778773 -6.194415 15.201599
N 2.435985 -3.575425 18.726277
N -3.300651 -8.489027 14.370036
C -3.729890 -0.073160 17.389654
C -2.345121 -10.879712 21.094667
C -6.638001 -11.044954 18.286947
C -5.954563 -11.688430 19.488753
C -2.612243 0.998007 15.438998
C -3.954445 -1.177170 16.533607
C -3.536950 -10.347302 20.208901
C 1.012424 -3.676732 18.672083
C -2.677100 -0.196291 14.686074
C -6.937337 -12.013945 17.102323
C -2.245210 -12.390249 21.016935
C -2.136445 -9.318217 13.824301
C -4.746684 -8.952656 14.149651
C -3.078082 1.013601 16.814276
C -3.532782 -1.115320 15.179462
C -2.931307 -7.281812 14.763600
C 0.287698 -3.550580 19.992360
H -6.117483 -10.156294 18.026254
H -1.828789 -12.880486 21.914387
H -4.176408 -0.055515 18.375928
H -7.551976 -12.893411 17.370063
H -2.241345 -0.326492 13.681710
H -5.969467 -12.369073 16.744129
H -2.520761 -10.208832 13.280635
H -5.167555 -12.378528 19.168163
H -1.402805 -10.445208 20.834151
H -7.351938 -11.476393 16.242946
H -0.744826 -4.014377 20.016869
H 0.781499 -3.941379 20.852430
H -2.523762 -10.594666 22.174595
H -5.402285 -8.359665 14.832804
H 0.106646 -2.436311 20.124248
H -1.572211 -9.635683 14.706651
H -2.255530 1.955002 15.024807
H -1.625590 -12.526064 20.111907
H -3.104995 -13.019038 20.778026
H -5.167656 -8.827740 13.123675
H -3.478470 -10.683317 19.204591
H 2.092113 -1.188313 17.730473
H -4.833965 -10.006620 14.384963
H -2.766113 1.837380 17.438884
H -6.588246 -12.379595 20.059128
H -7.605192 -10.583919 18.629909
H 1.709297 -4.759820 16.067609
H 0.600757 -6.894451 19.530895
H -1.485463 -8.693237 13.240902
H 2.909045 -3.469758 19.625912
H -3.425924 -9.255458 20.099581
H 2.943327 -3.821892 17.918463

Forces on atoms 1 to 3 (eV/Å):
Sr 0.0 0.4 0.4
S -2.6 -1.5 5.9
S 1.9 -0.7 -5.7

Values from the calculation:
- HOMO-LUMO gap (spin up / spin down) (eV) = 2.201 / 4.463
- ΔE to the lowest compared entry with this formula, charge and spin (kJ/mol) = 306.6
- charge = -1
- calculated total energy (eV) = -88873.1091

Löwdin population analysis, charges in e, atoms 1 to 5: Sr 1.2057; S 0.4421; S 0.3868; S 0.8850; P 0.5270